1.
{"formula": "C15H32BrCl22NOTa", "method": "ωB97M-V/def2-TZVPD", "homo_lumo_gap_ev": 7.116, "charge": -1, "e_homo_ev": -5.4, "species": ["N", "C", "O", "Ta", "C", "C", "C", "Br", "H", "H", "H", "H", "H", "H", "H", "H", "H", "H", "C", "Cl", "Cl", "H", "H", "C", "Cl", "Cl", "H", "H", "C", "Cl", "Cl", "H", "H", "C", "Cl", "Cl", "H", "H", "C", "Cl", "Cl", "H", "H", "C", "Cl", "Cl", "H", "H", "C", "Cl", "Cl", "H", "H", "C", "Cl", "Cl", "H", "H", "C", "Cl", "Cl", "H", "H", "C", "Cl", "Cl", "H", "H", "C", "Cl", "Cl", "H", "H"], "coordinates": [[-0.09296, -3.83693, 3.58512], [-0.08485, -2.77759, 2.80836], [-0.58094, -1.56240, 2.08057], [-0.22265, -1.98510, -0.03100], [1.26396, -0.16350, -0.22670], [2.77802, -0.84896, -0.21528], [3.98172, 0.19170, -0.61253], [5.67003, -0.93779, -0.74651], [1.20332, -3.06283, 0.53006], [-1.40783, -3.44355, -0.00316], [-1.68709, -0.92811, -0.54516], [0.18680, -2.39782, -1.81690], [1.22475, 0.54667, 0.71062], [1.05120, 0.47584, -1.19391], [2.70377, -1.80521, -0.88959], [2.96796, -1.22136, 0.89757], [3.76536, 0.80812, -1.58631], [4.14789, 0.97857, 0.26239], [1.42346, 3.56405, 0.10126], [-0.06988, 3.19690, 0.97319], [1.40587, 2.85391, -1.51752], [1.52655, 4.64830, 0.01307], [2.27033, 3.15702, 0.65907], [2.08096, 1.68489, -5.47349], [1.06051, 1.49030, -4.04312], [3.59562, 0.78988, -5.30079], [1.54351, 1.30947, -6.34768], [2.30771, 2.74543, -5.60708], [1.95974, -2.16212, 5.71603], [2.10402, -0.40955, 5.89724], [3.55033, -2.91955, 5.56984], [1.45076, -2.56973, 6.59284], [1.37798, -2.38010, 4.81712], [-3.50203, 1.60260, 0.38023], [-2.06939, 1.52382, -0.65247], [-3.46819, 0.33569, 1.61265], [-3.53233, 2.57749, 0.87284], [-4.39373, 1.47368, -0.23803], [-4.02508, -1.24201, -3.38401], [-2.50998, -0.79445, -4.17729], [-4.05399, -0.68393, -1.70688], [-4.85802, -0.78646, -3.92501], [-4.12646, -2.32991, -3.39868], [-3.88567, -5.56560, -2.53828], [-2.71817, -4.43294, -1.84607], [-5.40302, -4.75079, -2.93678], [-3.46446, -5.99854, -3.44886], [-4.08693, -6.35704, -1.81226], [-4.61090, 3.94769, -2.92599], [-5.25672, 3.49088, -1.34505], [-3.59215, 2.66542, -3.59159], [-5.44262, 4.13257, -3.61014], [-4.01359, 4.85620, -2.81725], [0.27002, -6.42101, -3.47773], [0.61365, -7.07269, -1.87076], [-1.28450, -7.00650, -4.08249], [0.24161, -5.33017, -3.42066], [1.05979, -6.73413, -4.16492], [3.41343, 1.79631, 8.44116], [3.55771, 3.54888, 8.62237], [5.00402, 1.03888, 8.29497], [2.90445, 1.38870, 9.31797], [2.83167, 1.57833, 7.54225], [-5.20358, 7.50931, -0.91419], [-3.78322, 7.01626, -1.84404], [-6.18003, 8.67565, -1.81490], [-5.81158, 6.62728, -0.69886], [-4.87460, 7.96808, 0.02138], [6.38570, -0.39989, 3.27412], [7.55321, 0.73277, 3.96633], [4.86835, 0.41492, 2.87562], [6.80691, -0.83283, 2.36354], [6.18444, -1.19134, 4.00014]], "lowdin_charge": [0.049, -0.352, -0.460, 1.391, -0.457, -0.432, -0.589, 0.468, -0.129, -0.201, -0.229, -0.147, 0.028, -0.041, 0.056, 0.085, 0.058, 0.033, -0.978, 0.499, 0.489, 0.024, 0.025, -1.013, 0.490, 0.502, 0.027, 0.028, -1.016, 0.518, 0.491, 0.032, -0.033, -1.101, 0.412, 0.514, 0.013, -0.083, -1.010, 0.478, 0.511, 0.026, -0.046, -1.039, 0.476, 0.505, -0.054, 0.032, -1.012, 0.573, 0.516, 0.031, -0.065, -1.011, 0.504, 0.529, 0.026, 0.026, -1.050, 0.488, 0.491, 0.030, -0.033, -1.009, 0.556, 0.499, 0.016, 0.031, -1.017, 0.486, 0.518, 0.006, 0.020]}

=====

2.
{"formula": "C15H32BrIN4O4P3S2", "method": "ωB97M-V/def2-TZVPD", "homo_lumo_gap_ev": 8.159, "charge": 1, "e_homo_ev": -11.7, "species": ["C", "C", "S", "C", "N", "C", "N", "P", "S", "P", "O", "Br", "N", "C", "I", "C", "C", "C", "C", "O", "C", "C", "O", "O", "C", "N", "P", "C", "C", "C", "H", "H", "H", "H", "H", "H", "H", "H", "H", "H", "H", "H", "H", "H", "H", "H", "H", "H", "H", "H", "H", "H", "H", "H", "H", "H", "H", "H", "H", "H", "H", "H"], "coordinates": [[2.33820, 4.11024, 1.17198], [2.77107, 2.66537, 1.44500], [1.41130, 1.46323, 1.49212], [1.55067, 0.82163, -0.20183], [0.29232, 0.23229, -0.72949], [-0.91354, 0.57063, -0.17082], [-1.32338, 1.84043, -0.19960], [-2.53236, 2.35800, 0.99708], [-2.06083, 2.21153, 2.83453], [-0.39455, 2.97842, -1.29118], [-1.33520, 4.29051, -1.20085], [-1.14367, 2.27508, -3.24200], [-1.60365, -0.40188, 0.45618], [-2.97808, -0.81312, 0.07618], [-4.26210, -0.71508, 1.82882], [-3.54391, -0.14181, -1.17041], [-5.06209, -0.11387, -1.29269], [-0.64522, -1.46249, 0.85929], [-1.17338, -2.50230, 1.83157], [-1.13628, -1.93881, 3.12618], [-0.46968, -2.68025, 4.10219], [0.97212, -2.28003, 4.23705], [-1.03146, -3.50911, 4.72413], [-0.15794, -2.10404, -0.28385], [0.31558, -1.17594, -1.25726], [-0.67792, -1.17617, -2.31056], [1.91642, -1.93683, -1.95541], [2.99475, -2.23322, -0.48960], [2.76668, -0.56343, -2.84662], [3.68711, -1.14895, -3.93301], [2.86178, 4.79883, 1.83447], [1.26860, 4.23411, 1.34594], [2.56229, 4.41037, 0.14772], [3.25081, 2.57379, 2.41814], [3.49451, 2.31565, 0.70818], [1.90532, 1.62517, -0.84677], [2.27886, 0.02448, -0.21187], [-2.73562, 3.64012, 0.51093], [-3.64709, 1.66777, 0.50930], [-0.93893, 4.99701, -0.66620], [-2.91359, -1.88284, -0.09517], [-3.16222, 0.87270, -1.28301], [-3.13756, -0.70655, -2.00836], [-5.50450, -1.08678, -1.07907], [-5.31905, 0.14024, -2.32136], [-5.51968, 0.63413, -0.64612], [0.15867, -0.93368, 1.37670], [-2.19166, -2.82306, 1.61181], [-0.52836, -3.37878, 1.72751], [1.52528, -2.66448, 3.37485], [1.39191, -2.71730, 5.13850], [1.07194, -1.19569, 4.24006], [-0.44099, -0.47048, -3.00474], [-0.64348, -2.07330, -2.78938], [3.47804, -3.20186, -0.60404], [2.37673, -2.27837, 0.40853], [3.76340, -1.47073, -0.34910], [2.00980, 0.08946, -3.29214], [3.35844, 0.03280, -2.15392], [3.17749, -1.20972, -4.89308], [4.58448, -0.54323, -4.04845], [4.01096, -2.16313, -3.68877]], "lowdin_charge": [-0.153, -0.501, 0.882, -0.464, -0.036, -0.501, -0.348, 0.332, 0.219, 0.588, -0.380, 0.430, 0.023, -0.617, 0.994, -0.319, -0.140, -0.264, -0.125, -0.066, -0.504, 0.032, 0.184, -0.042, -0.614, 0.091, 1.045, -0.264, -0.426, -0.154, 0.076, 0.047, 0.068, 0.071, 0.075, 0.053, 0.035, -0.019, -0.064, 0.077, 0.090, 0.051, 0.101, 0.072, 0.084, 0.051, 0.129, 0.096, 0.155, 0.089, 0.095, 0.088, 0.031, 0.091, 0.041, 0.032, 0.044, 0.070, 0.060, 0.073, 0.074, 0.059]}

=====

3.
{"formula": "C15H32FN3O2P", "method": "ωB97M-V/def2-TZVPD", "homo_lumo_gap_ev": 7.062, "charge": 1, "e_homo_ev": -11.3, "species": ["C", "C", "C", "O", "N", "C", "C", "C", "O", "C", "C", "F", "C", "C", "N", "P", "C", "C", "C", "C", "C", "N", "H", "H", "H", "H", "H", "H", "H", "H", "H", "H", "H", "H", "H", "H", "H", "H", "H", "H", "H", "H", "H", "H", "H", "H", "H", "H", "H", "H", "H", "H", "H", "H"], "coordinates": [[-0.98723, 5.38191, 1.76363], [-1.05876, 3.75634, 2.03491], [-2.39221, 3.02502, 1.40783], [-2.39598, 1.53783, 1.59738], [-1.42066, 1.07241, 0.79795], [-1.81756, 0.28174, -0.42895], [-0.30110, -0.14125, -0.99363], [0.27966, 1.28116, -1.65460], [0.27106, 1.28247, -3.12657], [-1.08309, 1.67529, -3.62588], [-0.25828, -1.40412, -2.05112], [-0.99697, -2.62240, -1.54759], [1.24401, -1.74502, -2.62220], [1.54827, -3.33737, -2.86412], [0.49388, -0.20362, 0.29106], [1.04089, -1.79769, 0.87070], [2.89393, -1.77045, 1.32952], [3.62593, -2.91667, 0.35599], [-0.06252, -2.50873, 2.25720], [-1.54840, -2.94421, 1.70474], [-0.16459, 0.53018, 1.44298], [0.21962, 0.74910, 2.74285], [-1.41597, 5.62726, 0.70277], [-1.43599, 6.03554, 2.63285], [0.17308, 5.65727, 1.72757], [-1.00871, 3.52663, 3.20318], [-0.04180, 3.31442, 1.59571], [-2.43716, 3.32048, 0.25437], [-3.32675, 3.54649, 1.90702], [-2.35136, 1.07988, -1.11349], [-2.62819, -0.55994, -0.35157], [1.39430, 1.42832, -1.26961], [-0.31600, 2.22531, -1.30385], [-1.14192, 1.66466, -4.79871], [-1.87177, 0.88848, -3.24240], [-1.43216, 2.72771, -3.21192], [-0.89365, -1.04937, -2.99775], [2.00767, -1.29192, -1.82463], [1.44493, -1.11949, -3.61880], [1.04844, -4.06379, -2.09152], [2.72501, -3.48771, -2.73055], [1.34011, -3.64258, -3.99936], [3.35213, -0.73892, 0.98196], [3.05056, -1.99926, 2.46632], [4.55962, -3.38716, 0.89009], [2.81174, -3.71758, 0.09993], [3.99081, -2.44685, -0.67049], [0.45272, -3.50484, 2.66600], [-0.20440, -1.81837, 3.19135], [-1.52198, -4.07750, 1.35659], [-1.84345, -2.20876, 0.84063], [-2.40192, -2.86454, 2.52626], [1.01393, 1.42986, 2.90695], [-0.22177, 0.32438, 3.59303]], "lowdin_charge": [-0.129, -0.245, -0.137, -0.100, -0.111, -0.027, -0.282, -0.130, -0.239, -0.090, -0.159, -0.116, -0.190, -0.126, -0.176, 1.012, -0.382, -0.185, -0.400, -0.162, -0.163, 0.143, 0.083, 0.091, 0.091, 0.121, 0.096, 0.137, 0.155, 0.135, 0.147, 0.153, 0.126, 0.120, 0.083, 0.112, 0.160, 0.095, 0.135, 0.081, 0.081, 0.097, 0.089, 0.087, 0.086, 0.056, 0.080, 0.112, 0.056, 0.101, 0.036, 0.095, 0.154, 0.142]}

=====

4.
{"formula": "C15H32IN4O6Sr", "method": "ωB97M-V/def2-TZVPD", "homo_lumo_gap_ev": 7.617, "charge": 1, "e_homo_ev": -9.6, "de_lowest_kcal_mol": 11.90, "species": ["Sr", "C", "C", "O", "C", "C", "O", "C", "C", "O", "C", "C", "O", "H", "H", "H", "H", "H", "H", "H", "H", "H", "H", "H", "H", "H", "H", "H", "H", "N", "C", "C", "C", "C", "N", "C", "N", "N", "C", "O", "O", "H", "H", "H", "H", "H", "H", "H", "H", "H", "H", "H", "H", "H", "H", "I", "C", "H", "H"], "coordinates": [[1.31178, -0.42918, 0.54648], [1.96359, 1.21065, 3.42515], [0.47598, 1.39906, 3.66848], [-0.27041, 0.96761, 2.51407], [-1.50649, 0.25943, 2.77059], [-1.27732, -1.08748, 3.48227], [-0.20989, -1.72648, 2.77495], [0.30231, -2.88063, 3.40381], [1.31307, -3.49849, 2.44321], [2.31761, -2.59004, 2.03444], [3.27326, -2.20763, 3.04860], [3.48920, -0.69543, 2.92909], [2.19275, -0.15814, 3.10248], [2.51020, 1.52649, 4.31853], [2.31319, 1.85625, 2.60169], [0.26389, 2.44386, 3.86790], [0.17413, 0.78229, 4.52714], [-1.92052, 0.11732, 1.76760], [-2.20165, 0.83161, 3.40255], [-2.18980, -1.68273, 3.42678], [-1.00134, -0.88685, 4.52187], [-0.46863, -3.63669, 3.60274], [0.79931, -2.61239, 4.33182], [0.84501, -3.81103, 1.50923], [1.77892, -4.39284, 2.90293], [4.21953, -2.76166, 2.92186], [2.84157, -2.40923, 4.03331], [3.91750, -0.41780, 1.97237], [4.19833, -0.42741, 3.71651], [-0.00036, 1.68819, -0.76855], [-0.03732, 1.04118, -2.06047], [-0.64978, 1.85447, -3.19525], [-2.02258, 2.45842, -2.86363], [-3.10172, 1.41600, -2.60182], [-3.11542, 0.32793, -3.60095], [-2.80816, 0.54561, -4.88728], [-1.97175, -0.30023, -5.48916], [-3.33366, 1.55404, -5.58883], [-0.55924, -0.44190, -1.90216], [-0.93748, -1.01010, -2.94394], [-0.50670, -0.99745, -0.77026], [-0.89289, 1.76195, -0.30794], [0.43348, 2.61218, -0.78829], [1.00433, 0.85813, -2.37434], [-0.64723, 1.26484, -4.11271], [0.01224, 2.69571, -3.37137], [-2.31373, 3.10734, -3.68988], [-1.92422, 3.10070, -1.98047], [-4.08541, 1.83747, -2.49557], [-2.91433, 0.89782, -1.65256], [-2.56149, -0.46237, -3.23766], [-1.40088, -0.91059, -4.92734], [-1.84946, -0.28840, -6.49375], [-4.09321, 2.08211, -5.21860], [-2.95866, 1.80927, -6.48641], [3.82180, 1.31856, -0.81918], [3.07945, -0.78803, -1.32759], [2.88291, -0.72476, -2.38674], [3.99641, -1.39052, -1.22578]], "lowdin_charge": [1.307, -0.158, -0.143, -0.210, -0.140, -0.154, -0.181, -0.177, -0.165, -0.211, -0.129, -0.175, -0.244, 0.141, 0.127, 0.134, 0.128, 0.125, 0.136, 0.138, 0.123, 0.142, 0.122, 0.139, 0.145, 0.145, 0.125, 0.089, 0.142, 0.008, -0.324, -0.137, -0.173, -0.143, 0.095, -0.458, 0.214, 0.223, -0.618, -0.026, -0.203, 0.077, 0.096, 0.113, 0.100, 0.121, 0.100, 0.114, 0.112, 0.126, 0.106, 0.104, 0.137, 0.126, 0.133, 0.512, -0.665, -0.105, -0.087]}